P:
ORCA calculation (the ωB97M-V functional and the def2-TZVPD basis) on 2 unconnected molecules or ions with the total composition C9H14.

Values from the calculation:
- orbital gap (eV) = 9.99
- SMILES = Cc1ccccc1.CC
- LUMO (eV) = 1.00
- molecular weight (g/mol) = 122.21

Each atom is followed by the atoms it is bonded to, with distances in Å.
Cartesian coordinates (Å):
1 C -0.074 0.821 3.024  C2 1.517, H8 1.089, H9 1.087, H10 1.090
2 C 0.244 0.054 1.754  C1 1.517, C3 1.386, C7 1.392
3 C 1.513 0.179 1.211  C2 1.386, C4 1.386, H11 1.089
4 C 1.930 -0.569 0.120  C3 1.386, C5 1.400, H12 1.081
5 C 1.016 -1.469 -0.442  C4 1.400, C6 1.409, H13 1.083
6 C -0.307 -1.558 0.035  C5 1.409, C7 1.376, H14 1.081
7 C -0.643 -0.838 1.158  C2 1.392, C6 1.376, H15 1.090
8 H -0.940 0.374 3.510  C1 1.089
9 H -0.213 1.864 2.753  C1 1.087
10 H 0.743 0.712 3.737  C1 1.090
11 H 2.236 0.900 1.590  C3 1.089
12 H 2.860 -0.462 -0.422  C4 1.081
13 H 1.374 -2.025 -1.300  C5 1.083
14 H -0.867 -2.272 -0.552  C6 1.081
15 H -1.557 -0.930 1.745  C7 1.090
16 C -0.762 1.279 -2.520  C17 1.525, H18 1.093, H19 1.100, H20 1.086
17 C -2.073 1.175 -3.292  C16 1.525, H21 1.095, H22 1.090, H23 1.094
18 H -0.159 0.371 -2.588  C16 1.093
19 H -0.130 1.922 -3.151  C16 1.100
20 H -0.816 1.686 -1.514  C16 1.086
21 H -1.872 0.571 -4.183  C17 1.095
22 H -2.493 2.169 -3.445  C17 1.090
23 H -2.856 0.583 -2.809  C17 1.094

Q:
ORCA calculation (the ωB97M-V functional and the def2-TZVPD basis) on 2 unconnected molecules or ions with the total composition C9H14.

Values from the calculation:
- orbital gap (eV) = 9.85
- SMILES = Cc1ccccc1.CC
- LUMO (eV) = 0.95
- molecular weight (g/mol) = 122.21

Each atom is followed by the atoms it is bonded to, with distances in Å.
Cartesian coordinates (Å):
1 C -2.166 -1.443 -1.185  C2 1.419, H8 1.052, H9 1.192, H10 1.156
2 C -0.794 -1.638 -0.882  C1 1.419, C3 1.387, C7 1.462
3 C -0.307 -2.694 -0.126  C2 1.387, C4 1.472, H11 1.116
4 C 1.143 -2.730 0.130  C3 1.472, C5 1.321, H12 1.080
5 C 2.022 -1.759 -0.039  C4 1.321, C6 1.497, H13 1.105
6 C 1.464 -0.533 -0.694  C5 1.497, C7 1.360, H14 1.170
7 C 0.193 -0.599 -1.172  C2 1.462, C6 1.360, H15 1.067
8 H -2.770 -2.285 -1.368  C1 1.052
9 H -2.346 -0.698 -2.099  C1 1.192
10 H -2.762 -0.942 -0.331  C1 1.156
11 H -0.980 -3.293 0.531  C3 1.116
12 H 1.289 -3.615 0.731  C4 1.080
13 H 3.066 -1.968 0.256  C5 1.105
14 H 2.025 0.468 -0.919  C6 1.170
15 H -0.055 0.274 -1.732  C7 1.067
16 C 0.799 2.728 1.405  C17 1.476, H18 1.060, H19 1.085, H20 1.103
17 C -0.468 3.242 0.848  C16 1.476, H21 1.140, H22 1.142, H23 1.012
18 H 0.980 2.786 2.447  C16 1.060
19 H 0.647 1.663 1.256  C16 1.085
20 H 1.626 3.170 0.824  C16 1.103
21 H -0.694 2.616 -0.076  C17 1.140
22 H -1.296 3.043 1.609  C17 1.142
23 H -0.618 4.208 0.587  C17 1.012

Taking the most stable structure as the zero point, the relative energies in eV are P 0.000; Q 1.599.